--- 1 ---
{"formula": "C2H6N4O", "method": "ωB97M-V with the def2-TZVPD basis set", "multiplicity": 1, "homo_lumo_gap_ev": 9.30, "charge": 0, "homo_energy_ev": -9.3, "species": ["O", "N", "N", "N", "N", "C", "C", "H", "H", "H", "H", "H", "H"], "coordinates": [[-0.32641, 0.20713, 1.71691], [-0.82333, 1.21544, -0.88428], [-2.02852, 1.12016, -1.13957], [1.31234, 0.70995, -0.42688], [2.27396, -0.11681, -0.46327], [-0.48448, -0.60427, 0.58504], [0.03076, 0.12556, -0.71115], [3.17696, 0.32896, -0.12716], [0.53071, 0.68738, 1.75525], [0.07343, -1.57847, 0.78586], [-2.18730, 2.12758, -1.18418], [-1.54168, -0.74487, 0.21951], [0.14844, -0.59709, -1.60362]], "lowdin_charge": [-0.08, -0.07, 0.11, -0.05, 0.08, -0.23, -0.42, 0.08, 0.10, 0.13, 0.07, 0.11, 0.17]}



--- 2 ---
{"formula": "C2H6N4O", "method": "ωB97M-V with the def2-TZVPD basis set", "multiplicity": 1, "homo_lumo_gap_ev": 8.00, "charge": 0, "homo_energy_ev": -8.1, "species": ["O", "N", "N", "N", "N", "C", "C", "H", "H", "H", "H", "H", "H"], "coordinates": [[0.86522, -0.29779, -0.07873], [-1.42972, -1.42301, -0.09570], [1.68867, -1.39693, -0.25422], [0.50701, 1.83769, 0.87709], [-0.68773, 1.39319, 0.95760], [-0.87483, -0.29717, -0.05632], [-1.27858, 1.08447, -0.36153], [-0.75961, -2.14365, 0.19737], [1.71048, -2.35606, -0.59548], [-0.74657, 1.52421, -1.20795], [2.46472, -1.07219, -0.83853], [-2.35891, 1.24172, -0.36658], [0.89983, 1.90552, 1.82298]], "lowdin_charge": [-0.25, 0.18, -0.08, 0.09, -0.08, -0.27, -0.13, 0.07, 0.07, 0.12, 0.07, 0.12, 0.07]}



Going by the computed energies, the most stable comes first: 1, 2.



--- 1 ---
{"formula": "H2N2O3", "method": "ωB97M-V with the def2-TZVPD basis set", "multiplicity": 1, "homo_lumo_gap_ev": [8.44, 10.16], "charge": 0, "homo_energy_ev": [-9.4, -9.9], "species": ["O", "O", "O", "N", "N", "H", "H"], "coordinates": [[1.38471, -1.10546, -0.03120], [2.26676, 0.91399, 0.04021], [-1.46465, -0.61733, 0.03310], [-1.06350, 0.66969, -0.07839], [1.43963, 0.07393, 0.02694], [-0.99170, 1.01910, 0.88178], [-1.57124, -0.95392, -0.87244]], "lowdin_charge": [0.10, 0.11, -0.11, 0.01, -0.25, 0.05, 0.10]}



--- 2 ---
{"formula": "H2N2O3", "method": "ωB97M-V with the def2-TZVPD basis set", "multiplicity": 1, "homo_lumo_gap_ev": 11.20, "charge": 0, "homo_energy_ev": -10.3, "species": ["O", "O", "O", "N", "N", "H", "H"], "coordinates": [[0.44736, -0.19670, -0.47679], [-0.31977, 0.25272, 0.71070], [-2.09017, -0.06963, -1.11890], [-3.69965, -0.20034, 0.45327], [-2.94076, -0.17841, -0.34927], [0.10101, -0.33741, 1.40524], [0.12207, 0.19219, -1.28085]], "lowdin_charge": [-0.09, -0.10, 0.08, 0.24, -0.31, 0.12, 0.05]}



--- 3 ---
{"formula": "H2N2O3", "method": "ωB97M-V with the def2-TZVPD basis set", "multiplicity": 1, "homo_lumo_gap_ev": 10.70, "charge": 0, "homo_energy_ev": -9.9, "species": ["O", "O", "O", "N", "N", "H", "H"], "coordinates": [[1.49958, 0.81888, -0.02986], [-1.68256, -0.31217, -0.09741], [0.74147, -1.18774, -0.02119], [-0.67280, 0.61153, -0.01860], [0.42365, -0.01012, 0.03707], [-2.55507, -0.06249, 0.40671], [2.24573, 0.14211, -0.27672]], "lowdin_charge": [0.05, -0.05, 0.03, 0.04, -0.42, 0.17, 0.18]}



--- 4 ---
{"formula": "H2N2O3", "method": "ωB97M-V with the def2-TZVPD basis set", "multiplicity": 1, "homo_lumo_gap_ev": 10.94, "charge": 0, "homo_energy_ev": -10.8, "species": ["O", "O", "O", "N", "N", "H", "H"], "coordinates": [[2.30272, -1.22847, 1.12124], [3.15795, -1.24674, -0.91198], [1.22742, -0.22193, -0.68852], [-0.02208, -0.08167, 0.02851], [2.40339, -0.95053, -0.04528], [-0.02719, 0.92716, 0.29062], [-0.66635, -0.24981, -0.78712]], "lowdin_charge": [0.12, 0.14, -0.13, 0.04, -0.37, 0.09, 0.11]}



Going by the computed energies, the most stable comes first: 2, 3, 4, 1.



--- 1 ---
{"formula": "H2N2O3", "method": "ωB97M-V with the def2-TZVPD basis set", "multiplicity": 1, "homo_lumo_gap_ev": [10.42, 8.30], "charge": 0, "homo_energy_ev": [-11.7, -11.4], "species": ["O", "O", "O", "N", "N", "H", "H"], "coordinates": [[1.18757, 1.19939, 0.21626], [0.21479, -0.74353, 0.45120], [1.99731, -0.47115, 1.29093], [1.20549, 0.09567, 0.63979], [-1.32125, -0.10267, -1.13837], [-1.99063, -0.71265, -0.80744], [-1.29327, 0.73493, -0.65237]], "lowdin_charge": [0.14, 0.12, 0.17, -0.57, 0.21, -0.03, -0.04]}



--- 2 ---
{"formula": "H2N2O3", "method": "ωB97M-V with the def2-TZVPD basis set", "multiplicity": 1, "homo_lumo_gap_ev": 11.68, "charge": 0, "homo_energy_ev": -11.1, "species": ["O", "O", "O", "N", "N", "H", "H"], "coordinates": [[1.99006, 0.41445, -0.75505], [1.30316, -0.93835, 0.78084], [-0.05219, 0.27747, -0.55534], [1.18795, -0.21278, -0.14913], [-1.15640, -0.05003, 0.29350], [-1.95457, -0.48307, -0.24438], [-1.31801, 0.99232, 0.62956]], "lowdin_charge": [0.12, 0.13, -0.10, -0.45, 0.04, 0.11, 0.15]}



Going by the computed energies, the most stable comes first: 2, 1.



--- 1 ---
{"formula": "C5H9NO3", "method": "ωB97M-V with the def2-TZVPD basis set", "multiplicity": 1, "homo_lumo_gap_ev": 9.77, "charge": 0, "homo_energy_ev": -9.7, "species": ["O", "O", "O", "N", "C", "C", "C", "C", "C", "H", "H", "H", "H", "H", "H", "H", "H", "H"], "coordinates": [[6.58732, 2.34232, -2.31285], [0.62229, -1.58567, -2.24014], [3.14500, 1.83033, -2.10157], [0.74714, 0.57976, -3.60750], [2.14801, 1.08900, -1.46338], [4.42050, 1.74399, -1.50270], [4.56847, 2.48644, -0.18364], [5.41153, 2.21189, -2.55279], [1.16395, 0.61836, -2.46999], [4.30408, 3.54500, -0.30642], [2.53124, 0.19294, -0.93889], [5.60383, 2.39378, 0.16891], [0.31373, -1.07560, -3.41784], [4.97693, 2.48577, -3.53805], [4.66555, 0.67168, -1.34544], [0.81263, -1.54820, -1.29282], [1.63049, 1.68650, -0.69204], [3.93808, 2.03021, 0.58993]], "lowdin_charge": [0.07, -0.32, -0.10, 0.13, -0.20, -0.37, -0.02, -0.18, -0.14, 0.10, 0.14, 0.09, 0.28, 0.14, 0.16, 0.00, 0.14, 0.08]}



--- 2 ---
{"formula": "C5H9NO3", "method": "ωB97M-V with the def2-TZVPD basis set", "multiplicity": 1, "homo_lumo_gap_ev": 9.25, "charge": 0, "homo_energy_ev": -8.5, "species": ["O", "O", "O", "N", "C", "C", "C", "C", "C", "H", "H", "H", "H", "H", "H", "H", "H", "H"], "coordinates": [[-1.43242, 0.87343, 2.02062], [0.89492, -0.09673, 2.25375], [-0.30681, -0.53566, -1.05972], [-2.56799, 0.22118, 0.12093], [0.82315, -0.38030, 0.94560], [-0.29388, -0.13922, 0.21145], [2.03521, -0.94490, 0.26989], [0.14660, 0.48525, -1.97364], [-1.46830, 0.38473, 0.87204], [-0.37234, 0.21029, -2.94210], [2.28716, -1.85016, 0.90857], [1.26926, 0.37356, -2.04988], [1.66803, -1.13109, -0.78583], [-2.50779, 0.21282, -0.85991], [-3.37302, 0.84223, 0.50389], [3.00271, -0.46906, 0.47463], [-0.04972, 1.45137, -1.59197], [0.24522, 0.49227, 2.68170]], "lowdin_charge": [0.02, 0.07, -0.15, 0.17, -0.28, -0.27, 0.01, -0.04, -0.47, 0.11, 0.11, 0.10, 0.09, 0.08, 0.17, 0.09, 0.08, 0.10]}



--- 3 ---
{"formula": "C5H9NO3", "method": "ωB97M-V with the def2-TZVPD basis set", "multiplicity": 1, "homo_lumo_gap_ev": 9.82, "charge": 0, "homo_energy_ev": -9.6, "species": ["O", "O", "O", "N", "C", "C", "C", "C", "C", "H", "H", "H", "H", "H", "H", "H", "H", "H"], "coordinates": [[-1.53155, -1.23190, -0.36503], [-1.30560, 0.89191, 0.60685], [-0.63002, 2.04619, -1.94225], [-2.70715, 1.00628, 0.57674], [-0.63501, 0.94217, -1.68704], [-0.74449, -0.36394, -0.05326], [1.41462, 0.62493, 0.87237], [0.64549, -0.63407, 0.48594], [1.40387, -1.47579, -0.54640], [1.58268, -0.89069, -1.44882], [-2.94948, 1.59954, -0.21830], [0.48349, -1.24533, 1.38095], [2.38842, 0.35082, 1.27816], [1.59299, 1.26248, 0.00734], [0.81762, -2.34883, -0.82389], [0.88367, 1.20093, 1.62677], [-3.07059, 0.06519, 0.39214], [2.36103, -1.79988, -0.14225]], "lowdin_charge": [0.06, -0.20, 0.16, 0.05, 0.10, -0.51, -0.06, -0.34, -0.06, 0.08, 0.08, 0.16, 0.08, 0.08, 0.08, 0.08, 0.08, 0.08]}



Going by the computed energies, the most stable comes first: 2, 3, 1.